(1)
{
  "formula": "C31H35N6ORu",
  "method": "ωB97M-V with the def2-TZVPD basis set",
  "elements": ["Ru", "C", "C", "C", "N", "C", "C", "C", "C", "C", "C", "C", "N", "C", "C", "C", "N", "C", "C", "C", "C", "C", "C", "C", "N", "C", "C", "H", "H", "H", "H", "H", "H", "H", "H", "H", "H", "H", "H", "H", "H", "H", "H", "H", "H", "H", "H", "H", "H", "H", "H", "H", "H", "C", "C", "N", "O", "H", "H", "H", "H", "H", "N", "C", "C", "C", "C", "C", "C", "C", "H", "H", "H", "H"],
  "coordinates": [[0.257, 0.446, -0.517], [2.334, 2.716, -2.858], [3.173, 2.005, -1.794], [3.172, 0.477, -1.885], [2.091, -0.259, -1.250], [2.104, -1.582, -1.373], [3.145, -2.246, -2.087], [3.450, -3.568, -2.299], [2.769, -4.716, -1.908], [1.565, -4.749, -1.231], [0.828, -3.703, -0.708], [1.037, -2.305, -0.661], [0.209, -1.552, 0.066], [-0.518, -2.170, 1.153], [-0.911, -1.174, 2.246], [0.278, -0.334, 2.726], [0.467, 0.748, 1.806], [1.132, 1.838, 2.072], [1.999, 1.951, 3.199], [2.568, 3.058, 3.772], [2.312, 4.405, 3.498], [1.518, 4.917, 2.487], [0.963, 4.269, 1.399], [0.954, 2.898, 1.059], [0.687, 2.467, -0.161], [0.505, 3.388, -1.258], [0.835, 2.694, -2.583], [2.525, 2.261, -3.832], [2.670, 3.756, -2.914], [2.896, 2.327, -0.790], [4.211, 2.306, -1.955], [4.113, 0.139, -1.427], [3.194, 0.228, -2.955], [3.868, -1.588, -2.542], [4.353, -3.742, -2.871], [3.205, -5.665, -2.188], [1.133, -5.733, -1.086], [-0.102, -4.025, -0.258], [0.118, -2.942, 1.611], [-1.439, -2.656, 0.799], [-1.324, -1.740, 3.084], [-1.682, -0.502, 1.871], [1.171, -0.972, 2.800], [0.058, 0.062, 3.727], [2.260, 0.996, 3.638], [3.247, 2.862, 4.594], [2.768, 5.126, 4.163], [1.366, 5.989, 2.506], [0.458, 4.920, 0.697], [1.162, 4.259, -1.151], [-0.537, 3.738, -1.271], [0.314, 3.205, -3.393], [0.480, 1.648, -2.552], [-1.553, -2.327, -4.304], [-1.321, -1.683, -2.965], [-2.207, -1.980, -2.004], [-0.378, -0.930, -2.752], [-2.567, -2.702, -4.396], [-0.861, -3.154, -4.441], [-1.361, -1.602, -5.089], [-3.026, -2.532, -2.187], [-2.145, -1.466, -1.134], [-5.318, 5.056, -1.345], [-4.603, 4.178, -1.167], [-3.684, 3.129, -0.948], [-3.240, 2.844, 0.343], [-2.268, 1.883, 0.550], [-1.700, 1.170, -0.514], [-2.208, 1.434, -1.792], [-3.176, 2.397, -2.019], [-3.647, 3.397, 1.176], [-1.923, 1.727, 1.564], [-1.834, 0.899, -2.656], [-3.528, 2.600, -3.017]],
  "atomic_forces_ev_per_a": [[0.003, -0.882, 0.717], [-0.059, -0.132, 0.205], [-0.045, -0.222, -0.195], [0.441, 0.263, -0.003], [-0.671, 0.321, 0.199], [0.263, -0.564, -0.085], [-0.070, 0.333, 0.057], [-0.200, -0.276, 0.123], [-0.080, -0.031, -0.008], [0.288, -0.022, -0.152], [-0.094, 0.304, 0.008], [0.189, -0.634, -0.279], [0.215, 1.087, -0.120], [-0.414, 0.020, 0.358], [0.334, -0.089, -0.183], [-0.197, -0.417, 0.418], [0.533, 1.047, -0.452], [-0.832, -0.932, -0.249], [0.378, 0.208, 0.532], [-0.078, -0.499, 0.017], [0.035, 0.130, 0.099], [-0.135, 0.073, -0.283], [-0.025, 0.574, 0.081], [0.144, -0.548, -0.790], [0.152, -0.122, 0.938], [-0.217, 0.289, -0.655], [0.202, 0.096, 0.166], [0.084, 0.040, -0.018], [-0.085, -0.002, -0.085], [0.168, 0.026, 0.007], [0.005, -0.018, 0.102], [-0.069, -0.046, -0.212], [0.133, -0.034, 0.074], [-0.028, 0.020, 0.059], [0.046, 0.040, -0.007], [-0.001, -0.042, -0.046], [-0.005, 0.008, 0.035], [0.053, 0.079, 0.069], [-0.151, 0.042, -0.119], [0.106, -0.099, 0.026], [-0.018, 0.033, -0.060], [-0.076, 0.017, 0.090], [-0.017, 0.125, 0.019], [0.133, -0.051, -0.079], [0.024, 0.019, 0.034], [-0.016, 0.001, 0.004], [0.007, 0.016, 0.035], [0.009, 0.013, -0.027], [0.007, -0.026, -0.037], [-0.140, -0.078, 0.025], [0.098, -0.068, 0.131], [-0.142, -0.104, -0.014], [-0.063, 0.321, -0.279], [0.036, 0.054, -0.022], [-0.210, -0.195, -0.159], [-0.195, 0.057, 0.434], [0.350, 0.436, -0.131], [-0.086, -0.064, -0.061], [0.117, -0.080, 0.044], [0.023, 0.055, -0.010], [0.007, 0.035, -0.033], [-0.019, -0.083, -0.105], [-0.298, 0.299, -0.065], [-0.350, 0.389, -0.085], [0.604, -0.665, 0.090], [-0.042, -0.083, -0.052], [-0.043, -0.043, -0.005], [0.214, 0.254, -0.180], [-0.160, -0.193, -0.118], [-0.139, 0.080, 0.264], [-0.057, 0.077, 0.110], [0.070, -0.008, -0.004], [0.107, 0.043, 0.057], [-0.052, 0.028, -0.162]],
  "lowdin_charge": [1.45, -0.19, -0.18, -0.22, -0.09, -0.23, 0.01, -0.05, -0.07, -0.06, -0.01, -0.24, -0.12, -0.24, -0.16, -0.21, 0.00, -0.21, 0.02, -0.05, -0.04, -0.05, 0.03, -0.21, -0.07, -0.20, -0.19, 0.12, 0.12, 0.09, 0.12, 0.13, 0.13, 0.09, 0.11, 0.11, 0.11, 0.10, 0.13, 0.11, 0.12, 0.09, 0.13, 0.13, 0.11, 0.12, 0.12, 0.12, 0.12, 0.13, 0.13, 0.12, 0.07, 0.02, -0.58, 0.20, -0.04, 0.08, 0.09, 0.09, 0.12, 0.08, 0.17, -0.19, -0.25, -0.03, -0.13, -0.26, -0.14, -0.03, 0.12, 0.08, 0.08, 0.12],
  "orbital_gap_ha": [0.2597, 0.1884],
  "charge": 1,
  "multiplicity": 5
}

(2)
{
  "formula": "C2H4N3OS",
  "method": "ωB97M-V with the def2-TZVPD basis set",
  "elements": ["C", "C", "N", "N", "N", "O", "S", "H", "H", "H", "H"],
  "coordinates": [[0.784, -0.542, -0.013], [-1.609, 0.602, 0.471], [0.262, 0.223, -0.962], [-0.887, 0.759, -0.782], [1.991, -1.080, -0.086], [-1.479, 1.414, -1.608], [-0.203, -1.103, 1.353], [-1.366, 1.453, 1.076], [-2.562, 0.362, 0.426], [2.687, -0.586, -0.682], [2.381, -1.502, 0.807]],
  "atomic_forces_ev_per_a": [[-1.152, -1.883, 2.269], [6.688, -0.984, 2.137], [1.241, 0.961, -1.743], [-1.082, -0.554, -0.254], [1.249, 1.205, 0.698], [0.784, -0.356, 0.314], [-1.995, 3.159, -1.990], [0.058, 0.225, 0.576], [-4.446, -1.535, -0.579], [-0.675, -0.817, 0.323], [-0.669, 0.578, -1.750]],
  "lowdin_charge": [-0.69, 0.08, 0.14, -0.30, 0.15, 0.19, 0.95, 0.11, 0.05, 0.16, 0.16],
  "relative_energy_kcal_mol": 90.8,
  "orbital_gap_ha": [0.3172, 0.3173],
  "charge": 1
}

(3)
{
  "formula": "C2H14O5",
  "method": "ωB97M-V with the def2-TZVPD basis set",
  "elements": ["C", "O", "C", "H", "H", "H", "H", "H", "H", "H", "H", "O", "H", "H", "O", "H", "H", "O", "H", "H", "O"],
  "coordinates": [[-1.335, 0.817, -0.584], [-1.260, 0.408, 0.803], [-2.765, 0.906, -1.078], [-0.701, 0.192, -1.257], [-0.897, 1.870, -0.588], [-1.278, -0.535, 0.730], [-3.234, -0.085, -1.004], [-2.781, 1.263, -2.150], [-3.352, 1.638, -0.543], [0.640, 0.748, 1.900], [1.254, 1.330, 3.132], [1.472, 1.019, 2.240], [1.737, -1.032, -0.718], [2.272, -1.648, -1.989], [1.602, -1.829, -1.260], [2.368, 0.656, 0.614], [3.391, 1.083, -0.498], [2.945, 0.367, -0.067], [0.226, -2.603, 1.489], [0.108, -2.380, -0.005], [-0.411, -2.185, 0.832]],
  "atomic_forces_ev_per_a": [[0.779, 2.035, 0.367], [0.046, 1.045, -1.197], [0.159, -0.195, -1.321], [-0.423, 0.212, 0.621], [-0.365, -1.288, -0.160], [0.162, -1.314, 0.644], [-0.101, 0.307, -0.151], [0.078, -0.612, 0.933], [-0.084, 0.065, 0.484], [-1.750, -0.498, -0.800], [0.338, -0.066, -0.375], [0.981, 0.515, 1.014], [0.194, -0.135, -0.047], [-1.348, -0.622, 1.314], [1.153, 0.662, -1.293], [-0.500, 1.093, 1.323], [0.025, 0.750, 0.007], [0.583, -1.700, -1.182], [-1.418, 0.909, -0.855], [-0.949, 0.462, 0.896], [2.439, -1.625, -0.223]],
  "lowdin_charge": [-0.31, -0.11, -0.10, 0.11, 0.13, 0.01, 0.08, 0.09, 0.06, -0.01, 0.07, -0.04, 0.00, 0.08, -0.11, -0.02, 0.05, -0.02, 0.09, 0.04, -0.09],
  "relative_energy_kcal_mol": 12.2,
  "orbital_gap_ha": 0.4004,
  "charge": 0,
  "smiles": "CCO.O.O.O.O"
}

(4)
{
  "formula": "CH5HgO2",
  "method": "ωB97M-V with the def2-TZVPD basis set",
  "elements": ["O", "H", "C", "H", "H", "H", "Hg", "O", "H"],
  "coordinates": [[0.702, 0.178, 0.157], [0.116, -0.757, 0.183], [-0.119, 1.305, 0.296], [0.387, 2.194, -0.116], [-1.081, 1.188, -0.237], [-0.353, 1.516, 1.356], [1.031, -1.050, -1.707], [-0.332, -1.927, -0.281], [-0.350, -2.648, 0.349]],
  "atomic_forces_ev_per_a": [[-0.146, -0.184, 0.590], [-0.047, 0.471, 0.859], [-0.561, 0.809, -0.038], [-0.124, -0.299, 0.129], [0.303, 0.017, 0.152], [0.167, -0.175, -0.312], [0.940, -0.380, -1.674], [-0.808, -0.006, 0.389], [0.277, -0.253, -0.095]],
  "lowdin_charge": [-0.41, -0.06, -0.20, 0.08, 0.08, 0.08, 0.90, -0.45, -0.01],
  "relative_energy_kcal_mol": 0.2,
  "orbital_gap_ha": [0.3363, 0.2903],
  "charge": 0,
  "multiplicity": 2
}

Number 1: total energy -46276.450 eV, strongest force on any atom 1.274 eV Å⁻¹. Number 2: total energy -19480.252 eV, strongest force on any atom 7.090 eV Å⁻¹. Number 3: total energy -12538.630 eV, strongest force on any atom 2.939 eV Å⁻¹. Number 4: total energy -9385.294 eV, strongest force on any atom 1.957 eV Å⁻¹.